C5H11NO | ωB97M-V/def2-TZVPD

## Properties
Energy above the lowest of the compared OMol25 structures with the same formula, charge and spin (kJ/mol): 247.6
Calculated total energy (Ha): -327.0371
Kohn-Sham gap (eV): 9.815

CARTESIAN COORDINATES (ANGSTROEM)
C: 2.91 0.44 -0.02
O: 1.66 1.00 -0.35
C: 0.65 0.05 -0.40
C: -0.19 -0.32 0.85
N: -1.26 -0.57 -0.12
C: -2.64 -0.62 0.26
C: -0.71 0.50 -0.95
H: 3.66 1.24 -0.09
H: 3.19 -0.36 -0.72
H: 2.93 0.03 0.99
H: 0.98 -0.86 -0.91
H: 0.08 -1.14 1.52
H: -0.36 0.63 1.41
H: -3.02 0.29 0.78
H: -2.79 -1.48 0.93
H: -3.24 -0.79 -0.64
H: -0.92 1.50 -0.51
H: -0.93 0.47 -2.02



C5H11NO | ωB97M-V/def2-TZVPD

## Properties
SMILES string: CC(C)N(C)C=O
Energy above the lowest of the compared OMol25 structures with the same formula, charge and spin (kJ/mol): 53.8
Calculated total energy (Ha): -327.1108
Kohn-Sham gap (eV): 10.132

CARTESIAN COORDINATES (ANGSTROEM)
C: -1.01 -1.16 -1.06
C: -0.65 0.14 -0.33
C: -1.44 0.29 0.97
N: 0.80 0.29 -0.11
C: 1.44 0.09 1.18
C: 1.55 0.78 -1.14
O: 1.12 1.06 -2.24
H: -0.77 -2.05 -0.46
H: -2.09 -1.17 -1.25
H: -0.50 -1.21 -2.02
H: -0.90 0.97 -1.00
H: -1.14 1.20 1.51
H: -2.50 0.38 0.72
H: -1.31 -0.57 1.63
H: 0.75 0.38 1.97
H: 1.76 -0.94 1.37
H: 2.30 0.76 1.25
H: 2.62 0.91 -0.87



C5H11NO | ωB97M-V/def2-TZVPD

## Properties
SMILES string: C[C@H]1[C@@H](C)N[C@@H]1O
Energy above the lowest of the compared OMol25 structures with the same formula, charge and spin (kJ/mol): 289.9
Calculated total energy (Ha): -327.0209
Kohn-Sham gap (eV): 9.753

CARTESIAN COORDINATES (ANGSTROEM)
C: -0.52 0.91 -1.48
C: -0.27 -0.39 -0.74
C: 0.74 -0.36 0.43
C: 1.73 0.77 0.53
N: -0.27 -0.38 1.48
C: -1.38 -0.77 0.68
O: -1.69 -2.12 0.55
H: -1.02 1.61 -0.80
H: 0.39 1.41 -1.86
H: -1.17 0.76 -2.35
H: 0.12 -1.11 -1.53
H: 1.27 -1.32 0.48
H: 2.47 0.72 -0.28
H: 1.23 1.75 0.47
H: 2.27 0.71 1.49
H: -0.41 0.49 1.99
H: -2.30 -0.34 1.16
H: -1.18 -2.34 -0.23



C5H11NO | ωB97M-V/def2-TZVPD

## Properties
SMILES string: NCCCCC=O
Energy above the lowest of the compared OMol25 structures with the same formula, charge and spin (kJ/mol): 283.9
Calculated total energy (Ha): -327.0232
Kohn-Sham gap (eV): 9.537

CARTESIAN COORDINATES (ANGSTROEM)
N: 0.68 -1.21 1.29
C: 1.89 -0.65 0.63
C: 1.62 0.79 0.59
C: 0.21 1.07 -0.01
C: -0.45 0.45 -1.27
C: -1.86 -0.09 -1.21
O: -2.44 -0.35 -0.13
H: 0.69 -1.58 2.19
H: -0.17 -1.44 0.69
H: 2.04 -0.98 -0.46
H: 2.79 -0.74 1.36
H: 2.25 1.40 -0.11
H: 1.63 1.21 1.59
H: 0.31 2.06 -0.28
H: -0.56 1.03 0.77
H: -0.41 1.31 -1.89
H: 0.15 -0.27 -1.87
H: -2.41 -0.12 -2.27



C5H11NO | ωB97M-V/def2-TZVPD

## Properties
SMILES string: CN=C=O.CCC
Energy above the lowest of the compared OMol25 structures with the same formula, charge and spin (kJ/mol): 80.8
Calculated total energy (Ha): -327.1006
Kohn-Sham gap (eV): 11.176

CARTESIAN COORDINATES (ANGSTROEM)
C: 2.77 0.71 -0.20
N: 2.24 -0.38 0.58
C: 1.44 -0.57 1.45
O: 0.68 -0.88 2.30
H: 1.96 1.22 -0.75
H: 3.49 0.32 -0.91
H: 3.27 1.44 0.45
C: -1.82 -1.39 -0.12
C: -1.12 -0.22 -0.81
C: -1.30 1.09 -0.05
H: -1.44 -1.53 0.90
H: -1.67 -2.33 -0.66
H: -2.90 -1.21 -0.05
H: -0.05 -0.45 -0.91
H: -1.50 -0.11 -1.83
H: -2.36 1.37 0.01
H: -0.94 1.00 0.99
H: -0.76 1.92 -0.52



C5H11NO | ωB97M-V/def2-TZVPD

## Properties
Energy above the lowest of the compared OMol25 structures with the same formula, charge and spin (kJ/mol): 456.9
Calculated total energy (Ha): -326.9573
Kohn-Sham gap (spin up / spin down) (eV): 7.438 / 7.437

CARTESIAN COORDINATES (ANGSTROEM)
C: 1.58 0.25 1.13
C: 0.74 -0.63 0.26
C: -1.53 0.17 1.18
N: 0.33 -0.23 -0.97
C: -0.27 1.03 -1.09
C: -0.05 -1.23 -1.90
O: 0.24 -2.39 -1.82
H: 1.19 1.27 1.22
H: 1.64 -0.18 2.14
H: 2.61 0.31 0.75
H: 0.89 -1.71 0.34
H: -2.02 -0.77 0.92
H: -1.02 0.07 2.14
H: -2.29 0.95 1.29
H: 0.38 1.86 -0.80
H: -0.75 1.20 -2.05
H: -1.03 0.82 0.01
H: -0.63 -0.80 -2.74



What did the second record say?
C5H11NO | ωB97M-V/def2-TZVPD

## Properties
SMILES string: CC(C)N(C)C=O
Energy above the lowest of the compared OMol25 structures with the same formula, charge and spin (kJ/mol): 53.8
Calculated total energy (Ha): -327.1108
Kohn-Sham gap (eV): 10.132

CARTESIAN COORDINATES (ANGSTROEM)
C: -1.01 -1.16 -1.06
C: -0.65 0.14 -0.33
C: -1.44 0.29 0.97
N: 0.80 0.29 -0.11
C: 1.44 0.09 1.18
C: 1.55 0.78 -1.14
O: 1.12 1.06 -2.24
H: -0.77 -2.05 -0.46
H: -2.09 -1.17 -1.25
H: -0.50 -1.21 -2.02
H: -0.90 0.97 -1.00
H: -1.14 1.20 1.51
H: -2.50 0.38 0.72
H: -1.31 -0.57 1.63
H: 0.75 0.38 1.97
H: 1.76 -0.94 1.37
H: 2.30 0.76 1.25
H: 2.62 0.91 -0.87